P | Density functional theory data (the ωB97M-V functional and the def2-TZVPD basis) for a 10-piece molecular cluster, C20H40Cl20 overall.

As for the highest occupied orbital energy: -10.3 eV. As for the SMILES: ClCCCl.ClCCCl.ClCCCl.ClCCCl.ClCCCl.ClCCCl.ClCCCl.ClCCCl.ClCCCl.ClCCCl. The value obtained for the frontier orbital gap is 10.563 eV.

Last columns: bonded neighbours and bond lengths (Å).
CARTESIAN COORDINATES (ANGSTROEM)
1 Cl 8.40006 13.68004 13.10350  C2 1.830
2 C 6.82776 12.77783 12.85531  Cl1 1.830, C3 1.507, H5 1.127, H6 1.065
3 C 7.00267 11.80020 11.72128  C2 1.507, Cl4 1.796, H7 1.118, H8 1.090
4 Cl 8.09964 10.47443 12.23591  C3 1.796
5 H 6.00552 13.50792 12.60751  C2 1.127
6 H 6.66115 12.29328 13.78928  C2 1.065
7 H 7.47110 12.29990 10.83813  C3 1.118
8 H 6.04160 11.34996 11.47372  C3 1.090
9 Cl 11.06366 7.59088 16.23137  C10 1.753
10 C 12.21707 7.09621 15.00723  Cl9 1.753, C11 1.515, H13 1.122, H14 1.073
11 C 12.30271 8.09058 13.86770  C10 1.515, Cl12 1.763, H15 1.101, H16 1.079
12 Cl 10.87208 8.20938 12.84488  C11 1.763
13 H 11.98222 6.08194 14.59022  C10 1.122
14 H 13.17427 6.96809 15.47406  C10 1.073
15 H 13.11361 7.70995 13.22816  C11 1.101
16 H 12.44099 9.10534 14.20868  C11 1.079
17 Cl 15.50225 9.50008 15.06338  C18 1.870
18 C 16.97960 9.57603 13.91912  Cl17 1.870, C19 1.458, H21 1.115, H22 1.046
19 C 16.57053 8.90494 12.69118  C18 1.458, Cl20 1.787, H23 1.090, H24 1.084
20 Cl 17.82215 9.09755 11.42965  C19 1.787
21 H 17.68255 9.01224 14.57596  C18 1.115
22 H 17.21034 10.59610 13.90060  C18 1.046
23 H 15.68714 9.39440 12.28195  C19 1.090
24 H 16.30245 7.86197 12.81764  C19 1.084
25 Cl 14.55121 13.76509 7.99242  C26 1.843
26 C 15.36534 12.13798 8.28491  Cl25 1.843, C27 1.515, H29 1.071, H30 1.084
27 C 15.67137 11.39687 6.99955  C26 1.515, Cl28 1.799, H31 1.088, H32 1.074
28 Cl 14.21540 10.84920 6.09685  C27 1.799
29 H 14.75889 11.57527 8.96584  C26 1.071
30 H 16.32885 12.29948 8.75531  C26 1.084
31 H 16.27546 10.52516 7.24401  C27 1.088
32 H 16.25954 12.02160 6.35374  C27 1.074
33 Cl 15.18085 15.83375 16.23008  C34 1.827
34 C 14.33986 14.32074 15.64610  Cl33 1.827, C35 1.481, H37 1.081, H38 1.097
35 C 14.81295 13.19700 16.48628  C34 1.481, Cl36 1.861, H39 1.092, H40 1.085
36 Cl 13.92048 13.12556 18.11765  C35 1.861
37 H 14.61524 14.04080 14.63869  C34 1.081
38 H 13.27104 14.41586 15.87207  C34 1.097
39 H 15.87478 13.16660 16.73905  C35 1.092
40 H 14.58013 12.24270 16.02460  C35 1.085
41 Cl 12.54242 16.21965 12.25396  C42 1.780
42 C 12.71681 16.01114 10.49478  Cl41 1.780, C43 1.523, H45 1.096, H46 1.104
43 C 13.16048 17.30713 9.82989  C42 1.523, Cl44 1.814, H47 1.063, H48 1.086
44 Cl 12.95092 17.11864 8.03753  C43 1.814
45 H 11.71291 15.75744 10.13460  C42 1.096
46 H 13.40673 15.18470 10.25214  C42 1.104
47 H 14.19592 17.49993 9.97518  C43 1.063
48 H 12.54967 18.14157 10.16260  C43 1.086
49 Cl 16.91562 17.77073 11.78492  C50 1.826
50 C 17.53282 16.28815 12.65362  Cl49 1.826, C51 1.522, H53 1.079, H54 1.052
51 C 16.35027 15.33377 12.73781  C50 1.522, Cl52 1.795, H55 1.104, H56 1.092
52 Cl 17.09111 13.80701 13.32316  C51 1.795
53 H 17.81979 16.56550 13.65568  C50 1.079
54 H 18.30179 15.91207 12.04249  C50 1.052
55 H 15.94166 14.97203 11.77843  C51 1.104
56 H 15.47312 15.58832 13.33642  C51 1.092
57 Cl 13.16567 5.79990 11.13542  C58 1.780
58 C 12.45432 6.60071 9.71393  Cl57 1.780, C59 1.485, H61 1.117, H62 1.117
59 C 13.44124 7.39839 8.94259  C58 1.485, Cl60 1.798, H63 1.121, H64 1.084
60 Cl 14.35820 8.50289 10.02510  C59 1.798
61 H 11.67058 7.29726 10.09925  C58 1.117
62 H 11.95482 5.90422 8.99792  C58 1.117
63 H 12.89967 8.03173 8.19321  C59 1.121
64 H 14.20886 6.73272 8.56489  C59 1.084
65 Cl 9.84887 9.68879 8.41395  C66 1.760
66 C 10.23966 11.04189 7.35810  Cl65 1.760, C67 1.457, H69 1.081, H70 1.065
67 C 11.11411 11.98856 8.03869  C66 1.457, Cl68 1.795, H71 1.106, H72 1.094
68 Cl 10.35653 12.79569 9.45196  C67 1.795
69 H 9.32582 11.52493 7.04168  C66 1.081
70 H 10.74365 10.71521 6.47915  C66 1.065
71 H 11.40544 12.85830 7.42002  C67 1.106
72 H 12.01173 11.48216 8.40515  C67 1.094
73 Cl 11.95091 12.14949 14.53226  C74 1.821
74 C 11.77448 11.95449 12.73011  Cl73 1.821, C75 1.478, H77 1.129, H78 1.076
75 C 12.77812 11.17528 11.97524  C74 1.478, Cl76 1.788, H79 1.088, H80 1.106
76 Cl 14.38731 11.92320 12.19271  C75 1.788
77 H 11.71093 13.02316 12.37203  C74 1.129
78 H 10.80897 11.50796 12.56636  C74 1.076
79 H 12.48159 11.29850 10.93586  C75 1.088
80 H 12.88903 10.13254 12.32789  C75 1.106


Q | Density functional theory data (the ωB97M-V functional and the def2-TZVPD basis) for a 10-piece molecular cluster, C20H40Cl20 overall.

As for the highest occupied orbital energy: -10.2 eV. As for the SMILES: ClCCCl.ClCCCl.ClCCCl.ClCCCl.ClCCCl.ClCCCl.ClCCCl.ClCCCl.ClCCCl.ClCCCl. The value obtained for the frontier orbital gap is 10.168 eV.

Last columns: bonded neighbours and bond lengths (Å).
CARTESIAN COORDINATES (ANGSTROEM)
1 Cl -1.08660 -0.02100 7.22384  C2 1.813
2 C 0.20381 -0.85168 6.25860  Cl1 1.813, C3 1.508, H5 1.090, H6 1.090
3 C 0.13271 -2.34899 6.42091  C2 1.508, Cl4 1.766, H7 1.090, H8 1.090
4 Cl 1.67809 -3.12313 6.05950  C3 1.766
5 H 1.15103 -0.45560 6.62465  C2 1.090
6 H 0.21940 -0.58797 5.20109  C2 1.090
7 H -0.63630 -2.81366 5.80383  C3 1.090
8 H -0.22707 -2.64830 7.40533  C3 1.090
9 Cl 1.43739 6.97562 -0.53248  C10 1.822
10 C -0.04515 6.34017 -1.38033  Cl9 1.822, C11 1.574, H13 1.090, H14 1.090
11 C -1.08160 5.71699 -0.37335  C10 1.574, Cl12 1.791, H15 1.090, H16 1.090
12 Cl -0.48823 4.19517 0.36156  C11 1.791
13 H 0.34072 5.56189 -2.03872  C10 1.090
14 H -0.60157 7.14518 -1.86038  C10 1.090
15 H -1.96562 5.42330 -0.93934  C11 1.090
16 H -1.28105 6.36430 0.48065  C11 1.090
17 Cl -6.86209 0.75756 2.09464  C18 1.819
18 C -6.80739 0.78451 0.27646  Cl17 1.819, C19 1.514, H21 1.090, H22 1.090
19 C -5.74335 1.76633 -0.16718  C18 1.514, Cl20 1.808, H23 1.090, H24 1.090
20 Cl -4.14777 1.10634 0.36842  C19 1.808
21 H -7.77414 1.08389 -0.12836  C18 1.090
22 H -6.57596 -0.24280 -0.00490  C18 1.090
23 H -5.83443 2.74955 0.29442  C19 1.090
24 H -5.78650 1.65867 -1.25099  C19 1.090
25 Cl 3.72494 -1.57385 0.86200  C26 1.753
26 C 4.79956 -1.15118 2.18062  Cl25 1.753, C27 1.536, H29 1.090, H30 1.090
27 C 3.85202 -1.18014 3.38872  C26 1.536, Cl28 1.723, H31 1.090, H32 1.090
28 Cl 4.70311 -0.93678 4.86670  C27 1.723
29 H 5.28570 -0.19832 1.97123  C26 1.090
30 H 5.58532 -1.89704 2.30054  C26 1.090
31 H 3.45033 -2.18917 3.48152  C27 1.090
32 H 3.11640 -0.38060 3.30103  C27 1.090
33 Cl -3.14700 -1.66208 3.40061  C34 1.740
34 C -2.66027 -2.13457 1.79853  Cl33 1.740, C35 1.580, H37 1.090, H38 1.090
35 C -3.16288 -3.61406 1.56370  C34 1.580, Cl36 1.734, H39 1.090, H40 1.090
36 Cl -2.14973 -4.77010 2.36693  C35 1.734
37 H -1.59359 -1.92230 1.72622  C34 1.090
38 H -3.13636 -1.53240 1.02468  C34 1.090
39 H -3.19354 -3.91616 0.51685  C35 1.090
40 H -4.14723 -3.91233 1.92453  C35 1.090
41 Cl 5.15207 5.77142 1.98213  C42 1.805
42 C 5.24323 4.03793 1.48790  Cl41 1.805, C43 1.546, H45 1.090, H46 1.090
43 C 3.86845 3.74277 0.84515  C42 1.546, Cl44 1.755, H47 1.090, H48 1.090
44 Cl 3.80349 2.06745 0.32795  C43 1.755
45 H 5.44052 3.44990 2.38422  C42 1.090
46 H 6.08682 3.91350 0.80895  C42 1.090
47 H 3.51576 4.41494 0.06292  C43 1.090
48 H 3.04761 3.87245 1.55049  C43 1.090
49 Cl -0.38285 -1.21512 -5.82615  C50 1.813
50 C -2.12306 -0.70834 -5.77423  Cl49 1.813, C51 1.575, H53 1.090, H54 1.090
51 C -2.23749 0.75654 -5.20577  C50 1.575, Cl52 1.790, H55 1.090, H56 1.090
52 Cl -1.20190 1.07264 -3.78076  C51 1.790
53 H -2.69466 -1.42980 -5.19038  C50 1.090
54 H -2.49651 -0.74425 -6.79762  C50 1.090
55 H -3.22085 0.79683 -4.73727  C51 1.090
56 H -2.22283 1.50033 -6.00242  C51 1.090
57 Cl 0.17991 0.19294 2.39221  C58 1.742
58 C 0.76747 0.84198 0.88563  Cl57 1.742, C59 1.557, H61 1.090, H62 1.090
59 C -0.21234 0.41823 -0.24828  C58 1.557, Cl60 1.826, H63 1.090, H64 1.090
60 Cl 0.10901 -1.32860 -0.67321  C59 1.826
61 H 1.74852 0.41639 0.67464  C58 1.090
62 H 0.87925 1.92366 0.96032  C58 1.090
63 H 0.05925 0.87732 -1.19884  C59 1.090
64 H -1.27879 0.57073 -0.08235  C59 1.090
65 Cl -2.60550 -2.93313 -2.52017  C66 1.809
66 C -1.03485 -3.56839 -3.15492  Cl65 1.809, C67 1.545, H69 1.090, H70 1.090
67 C -0.91523 -5.10659 -3.06490  C66 1.545, Cl68 1.763, H71 1.090, H72 1.090
68 Cl -0.60874 -5.71850 -1.43964  C67 1.763
69 H -0.20846 -3.16924 -2.56683  C66 1.090
70 H -0.91159 -3.15777 -4.15706  C66 1.090
71 H -0.24186 -5.55015 -3.79833  C67 1.090
72 H -1.83222 -5.57780 -3.41871  C67 1.090
73 Cl 2.73750 -3.38629 -4.10317  C74 1.817
74 C 2.66113 -1.72316 -3.37655  Cl73 1.817, C75 1.509, H77 1.090, H78 1.090
75 C 4.05315 -1.14035 -3.34362  C74 1.509, Cl76 1.779, H79 1.090, H80 1.090
76 Cl 4.86914 -1.25440 -4.92017  C75 1.779
77 H 2.17629 -1.70890 -2.40042  C74 1.090
78 H 1.96635 -1.08231 -3.91939  C74 1.090
79 H 4.54194 -1.60557 -2.48762  C75 1.090
80 H 3.97792 -0.09440 -3.04623  C75 1.090


R | Density functional theory data (the ωB97M-V functional and the def2-TZVPD basis) for a 10-piece molecular cluster, C20H40Cl20 overall.

As for the highest occupied orbital energy: -9.9 eV. As for the SMILES: ClCCCl.ClCCCl.ClCCCl.ClCCCl.ClCCCl.ClCCCl.ClCCCl.ClCCCl.ClCCCl.ClCCCl. The value obtained for the frontier orbital gap is 10.137 eV.

Last columns: bonded neighbours and bond lengths (Å).
CARTESIAN COORDINATES (ANGSTROEM)
1 Cl -4.04828 -3.81840 -3.80694  C2 1.766
2 C -3.35539 -4.71366 -2.45147  Cl1 1.766, C3 1.486, H5 1.090, H6 1.090
3 C -2.48009 -3.85117 -1.61655  C2 1.486, Cl4 1.792, H7 1.090, H8 1.090
4 Cl -1.18438 -3.06434 -2.57132  C3 1.792
5 H -2.63826 -5.42148 -2.86718  C2 1.090
6 H -4.14648 -5.24165 -1.91903  C2 1.090
7 H -2.07582 -4.46244 -0.80969  C3 1.090
8 H -2.98295 -3.05043 -1.07431  C3 1.090
9 Cl -6.99448 -1.18150 -1.86683  C10 1.787
10 C -5.35916 -0.92798 -2.54062  Cl9 1.787, C11 1.512, H13 1.090, H14 1.090
11 C -4.70751 0.20532 -1.78030  C10 1.512, Cl12 1.740, H15 1.090, H16 1.090
12 Cl -5.57741 1.68617 -2.05731  C11 1.740
13 H -5.31798 -0.88010 -3.62879  C10 1.090
14 H -4.74575 -1.79801 -2.30634  C10 1.090
15 H -3.65613 0.32682 -2.04094  C11 1.090
16 H -4.61909 -0.01936 -0.71738  C11 1.090
17 Cl -4.24432 -0.29208 3.89420  C18 1.832
18 C -4.26980 -1.17279 2.28753  Cl17 1.832, C19 1.509, H21 1.090, H22 1.090
19 C -4.85354 -2.55273 2.46934  C18 1.509, Cl20 1.767, H23 1.090, H24 1.090
20 Cl -6.54446 -2.37396 2.95052  C19 1.767
21 H -3.22553 -1.29846 2.00151  C18 1.090
22 H -4.84933 -0.55778 1.59905  C18 1.090
23 H -4.24306 -3.10704 3.18219  C19 1.090
24 H -4.90181 -2.99005 1.47209  C19 1.090
25 Cl 0.11072 -3.88742 0.83362  C26 1.830
26 C 1.62115 -3.79806 1.86354  Cl25 1.830, C27 1.523, H29 1.090, H30 1.090
27 C 2.81956 -3.67948 0.93044  C26 1.523, Cl28 1.765, H31 1.090, H32 1.090
28 Cl 4.32307 -3.64326 1.85341  C27 1.765
29 H 1.76316 -4.62033 2.56483  C26 1.090
30 H 1.57110 -2.84179 2.38424  C26 1.090
31 H 2.96469 -2.73905 0.39881  C27 1.090
32 H 2.86240 -4.48682 0.19938  C27 1.090
33 Cl 0.50716 4.27596 1.19882  C34 1.756
34 C 1.91283 5.19157 0.67897  Cl33 1.756, C35 1.546, H37 1.090, H38 1.090
35 C 2.69082 4.62298 -0.52963  C34 1.546, Cl36 1.780, H39 1.090, H40 1.090
36 Cl 3.47829 3.03107 -0.40456  C35 1.780
37 H 2.48525 5.26931 1.60330  C34 1.090
38 H 1.59821 6.14591 0.25667  C34 1.090
39 H 3.55513 5.25786 -0.72458  C35 1.090
40 H 2.04839 4.66719 -1.40908  C35 1.090
41 Cl 1.27870 1.67388 5.18892  C42 1.855
42 C -0.53610 1.42672 4.89479  Cl41 1.855, C43 1.527, H45 1.090, H46 1.090
43 C -1.06467 2.34619 3.79608  C42 1.527, Cl44 1.776, H47 1.090, H48 1.090
44 Cl -1.13308 4.02538 4.36978  C43 1.776
45 H -1.13049 1.51723 5.80397  C42 1.090
46 H -0.63944 0.40084 4.54124  C42 1.090
47 H -2.07824 2.03755 3.54011  C43 1.090
48 H -0.39776 2.31965 2.93433  C43 1.090
49 Cl 2.51987 -0.62535 -4.30601  C50 1.834
50 C 4.29306 -0.34410 -3.93296  Cl49 1.834, C51 1.534, H53 1.090, H54 1.090
51 C 4.44960 0.53291 -2.68417  C50 1.534, Cl52 1.789, H55 1.090, H56 1.090
52 Cl 3.74512 -0.18713 -1.20542  C51 1.789
53 H 4.78103 0.15881 -4.76787  C50 1.090
54 H 4.68076 -1.34309 -3.73345  C50 1.090
55 H 3.96533 1.49710 -2.83876  C51 1.090
56 H 5.51456 0.63356 -2.47481  C51 1.090
57 Cl 4.89056 -0.41093 4.61386  C58 1.792
58 C 4.47732 -0.45554 2.87099  Cl57 1.792, C59 1.538, H61 1.090, H62 1.090
59 C 4.62499 0.96326 2.29621  C58 1.538, Cl60 1.767, H63 1.090, H64 1.090
60 Cl 3.27368 2.04724 2.64422  C59 1.767
61 H 3.47261 -0.81865 2.65464  C58 1.090
62 H 5.24565 -1.13647 2.50479  C58 1.090
63 H 4.50777 0.79921 1.22502  C59 1.090
64 H 5.60801 1.41695 2.42243  C59 1.090
65 Cl -1.58651 -0.62851 -0.12283  C66 1.758
66 C 0.13640 -0.41439 -0.39644  Cl65 1.758, C67 1.526, H69 1.090, H70 1.090
67 C 0.74716 0.60811 0.55773  C66 1.526, Cl68 1.786, H71 1.090, H72 1.090
68 Cl 0.70071 -0.13272 2.18272  C67 1.786
69 H 0.36016 -0.22073 -1.44550  C66 1.090
70 H 0.66119 -1.36702 -0.32433  C66 1.090
71 H 0.15512 1.52331 0.55758  C67 1.090
72 H 1.78928 0.87735 0.38572  C67 1.090
73 Cl -1.38756 1.06407 -4.16298  C74 1.773
74 C -0.89477 2.52991 -3.29540  Cl73 1.773, C75 1.535, H77 1.090, H78 1.090
75 C 0.16389 3.38471 -4.00664  C74 1.535, Cl76 1.791, H79 1.090, H80 1.090
76 Cl 1.83941 2.93551 -3.55932  C75 1.791
77 H -0.62685 2.29271 -2.26581  C74 1.090
78 H -1.75953 3.18422 -3.18511  C74 1.090
79 H -0.05552 4.40337 -3.68682  C75 1.090
80 H 0.11742 3.27615 -5.09023  C75 1.090


Which structure wins on stability? P wins.


P | Density functional theory data (the ωB97M-V functional and the def2-TZVPD basis) for C2HN3O3 in the gas phase.

As for the highest occupied orbital energy: -10.5 eV. As for the SMILES: O=c1nn[nH]oc1=O. The value obtained for the frontier orbital gap is 8.643 eV.

Last columns: bonded neighbours and bond lengths (Å).
CARTESIAN COORDINATES (ANGSTROEM)
1 O 1.88988 1.44783 0.48777  C2 1.244
2 C 0.79335 0.93268 0.20664  O1 1.244, N3 1.500, C7 1.563
3 N -0.52945 1.50078 -0.21389  C2 1.500, N4 1.222
4 N -1.53405 0.80509 -0.22612  N3 1.222, N5 1.426
5 N -1.47014 -0.55409 0.20026  N4 1.426, O6 1.591, H9 1.070
6 O -0.18608 -1.35618 0.68860  N5 1.591, C7 1.550
7 C 0.97491 -0.60438 -0.01193  C2 1.563, O6 1.550, O8 1.247
8 O 2.00214 -1.07402 -0.53923  C7 1.247
9 H -1.94057 -1.09771 -0.59209  N5 1.070


Q | Density functional theory data (the ωB97M-V functional and the def2-TZVPD basis) for C2HN3O3 in the gas phase.

As for the highest occupied orbital energy: -11.1 eV. As for the SMILES: O=COc1nnno1. The value obtained for the frontier orbital gap is 11.297 eV.

Last columns: bonded neighbours and bond lengths (Å).
CARTESIAN COORDINATES (ANGSTROEM)
1 O 2.35394 0.87397 -0.14946  C2 1.156
2 C 1.84814 -0.16431 -0.09856  O1 1.156, O3 1.559, H9 1.226
3 O 0.60508 -0.89888 0.49024  C2 1.559, C4 1.325
4 C -0.47271 -0.18019 0.21125  O3 1.325, N5 1.371, O8 1.445
5 N -0.70105 1.15139 0.44466  C4 1.371, N6 1.446
6 N -2.07245 1.17038 -0.01391  N5 1.446, N7 1.294
7 N -2.58669 -0.00641 -0.17000  N6 1.294, O8 1.381
8 O -1.62006 -0.99188 -0.12328  C4 1.445, N7 1.381
9 H 2.64579 -0.95409 -0.59095  C2 1.226


Which structure wins on stability? Q wins.